Record 1
{
  "formula": "C4H4Cl2O4RhYb",
  "method": "ωB97M-V with the def2-TZVPD basis set",
  "e_above_lowest_kj_mol": 0.00,
  "charge": 4,
  "s2": 8.76,
  "multiplicity": 6,
  "species": ["Rh", "Yb", "Cl", "Cl", "C", "C", "C", "O", "O", "O", "C", "O", "H", "H", "H", "H"],
  "coordinates": [[-0.72490, -0.83159, -3.47165], [1.04470, 0.26517, 1.03687], [-1.51019, -2.60829, -2.16053], [-0.42845, 1.05083, -0.72451], [2.10969, 2.61043, 1.82543], [0.07493, -2.12715, -4.46662], [0.11295, 0.67561, -4.10011], [2.39066, 3.73046, 1.88492], [0.65375, -3.07658, -4.81812], [0.75038, 1.65378, -4.30241], [-0.66835, 0.02911, 3.47446], [-0.47866, -0.68869, 2.26808], [-1.29569, -0.54083, 4.19478], [-1.15893, 1.01063, 3.27839], [0.30549, 0.21848, 3.93158], [-1.17736, -1.37138, 2.14947]],
  "forces_ev_per_a": [[-5.13, -0.29, 3.65], [-0.53, 0.87, 0.74], [-0.60, -0.36, 0.70], [0.73, -0.69, 0.39], [1.04, 5.15, -0.07], [5.74, -10.03, -5.40], [6.43, 12.09, -2.38], [-1.27, -5.54, -0.11], [-2.86, 5.00, 1.59], [-3.98, -6.46, 0.89], [-0.96, 1.83, 2.25], [0.24, -1.29, -2.09], [0.54, 0.31, -0.44], [0.07, -0.70, 0.04], [0.12, -0.23, 0.20], [0.41, 0.35, 0.05]],
  "lowdin_spin": [2.3209, 0.9958, 1.1207, 0.0624, -0.0006, 0.1832, 0.1387, 0.0001, 0.0392, 0.1372, 0.0003, 0.0017, 0.0001, 0.0002, 0.0000, -0.0001]
}

***

Record 2
{
  "formula": "CH2NO3P",
  "method": "ωB97M-V with the def2-TZVPD basis set",
  "e_above_lowest_kj_mol": 119.59,
  "smiles": "[H]/N=C/P(=O)([O-])[O-]",
  "charge": -2,
  "multiplicity": 1,
  "species": ["H", "N", "C", "P", "O", "O", "O", "H"],
  "coordinates": [[-2.43248, -0.58821, -0.33012], [-1.61899, -0.90558, 0.09016], [-0.68588, -0.06102, 0.13202], [1.16882, 0.12999, 0.11017], [1.63081, -0.53304, -1.19587], [1.31744, 1.61080, 0.02573], [1.66074, -0.58883, 1.39987], [-1.04046, 0.93590, -0.23195]],
  "forces_ev_per_a": [[-1.95, 1.32, -0.55], [1.57, -3.57, 1.36], [-0.58, 2.54, -1.85], [2.01, -2.91, 1.00], [-0.71, -0.21, 0.30], [-0.21, 1.79, 0.52], [-0.43, 0.83, -0.90], [0.29, 0.22, 0.12]],
  "lowdin_charge": [-0.0547, -0.0480, -0.3211, -0.0386, -0.5183, -0.4995, -0.5555, 0.0357]
}

***

Record 3
{
  "formula": "C5H8O2",
  "method": "ωB97M-V with the def2-TZVPD basis set",
  "e_above_lowest_kj_mol": 227.96,
  "smiles": "CC(C)=O.C=C=O",
  "multiplicity": 1,
  "species": ["C", "C", "C", "O", "H", "H", "H", "H", "H", "H", "C", "C", "O", "H", "H"],
  "coordinates": [[1.32288, 0.19706, 1.01477], [0.56582, -0.66710, 0.10246], [-0.55657, -1.35666, 0.75239], [0.78495, -0.68013, -1.05296], [1.91258, 0.86039, 0.38360], [1.99962, -0.37352, 1.64193], [0.64022, 0.60515, 1.81190], [-1.26134, -0.54195, 1.01865], [-0.44530, -2.02229, 1.53632], [-1.21975, -1.91208, -0.08684], [-1.41037, 0.38947, -2.66837], [-1.23834, 0.94289, -1.51653], [-1.00504, 1.17456, -0.41532], [-1.68464, -0.63218, -2.59981], [-1.07252, 0.79304, -3.63884]],
  "forces_ev_per_a": [[0.32, 0.61, 1.54], [0.08, -0.16, 2.52], [-4.31, -0.30, -3.77], [0.85, -0.82, -3.00], [-0.18, 0.52, 0.55], [0.40, -0.48, -0.14], [0.66, 0.38, -1.17], [0.47, -0.51, 0.45], [0.76, -1.06, 1.67], [1.71, 0.91, 1.74], [0.22, 0.88, -2.02], [0.31, -0.75, -0.35], [-0.53, 1.64, 1.08], [-0.34, -0.77, -0.03], [-0.41, -0.09, 0.93]],
  "lowdin_charge": [-0.0304, -0.6189, -0.0281, 0.0808, 0.0961, 0.0853, 0.1083, 0.0867, 0.0533, 0.1400, 0.0215, -0.2855, 0.1462, 0.0616, 0.0831]
}

***

Record 4
{
  "formula": "C3H7N3",
  "method": "ωB97M-V with the def2-TZVPD basis set",
  "e_above_lowest_kj_mol": 57.38,
  "smiles": "N#C[C@H](N)CN",
  "multiplicity": 1,
  "species": ["N", "C", "C", "N", "C", "N", "H", "H", "H", "H", "H", "H", "H"],
  "coordinates": [[2.78903, 1.16905, -0.80197], [1.81463, 0.79053, -0.30511], [0.64657, 0.10368, 0.30266], [0.86248, -1.28547, 0.00414], [-0.67142, 0.65088, -0.24743], [-1.80525, 0.04587, 0.43914], [0.63695, 0.29705, 1.38471], [0.12085, -1.85399, -0.35294], [1.55427, -1.74833, 0.56716], [-0.67814, 1.72094, -0.01979], [-0.68134, 0.54228, -1.34445], [-2.65548, 0.53691, 0.17900], [-1.94118, -0.91998, 0.15474]],
  "forces_ev_per_a": [[-1.03, -0.15, 0.54], [0.91, 0.53, -0.41], [0.08, -0.02, 0.03], [0.13, -0.26, -0.12], [0.21, 0.17, -0.12], [-0.14, -0.10, -0.16], [0.08, 0.05, -0.14], [-0.17, 0.00, 0.19], [-0.22, -0.16, -0.02], [-0.03, -0.10, -0.13], [0.02, -0.03, 0.18], [0.10, -0.07, 0.11], [0.05, 0.13, 0.06]],
  "lowdin_charge": [0.1407, -0.1880, -0.4077, 0.0461, -0.2620, -0.0002, 0.1416, 0.0704, 0.0853, 0.1205, 0.1216, 0.0709, 0.0609]
}